# 1
47
Properties=species:S:1:pos:R:3:forces:R:3:lowdin_charge:R:1 method="wB97M-V/def2-TZVPD" total_charge=+1 total_energy_ev=-28101.8348 homo_energy_ev=-13.0
C 1.7173 -2.6958 -3.2875 0.7 0.2 1.3 -0.10
C 1.9630 -1.1827 -3.3179 0.1 -0.4 -0.6 -0.23
C 0.6949 -0.3162 -3.3119 0.0 -0.4 1.0 -0.13
N 0.5027 0.2831 -1.9720 -0.5 0.7 0.0 0.07
C -0.0311 -0.3261 -0.9512 0.7 -0.6 -0.3 -0.18
N -0.0990 0.1773 0.2479 -0.2 1.6 1.9 0.18
H 1.2622 -2.9741 -2.3300 -0.4 0.0 -0.2 0.06
H 1.1756 -3.1363 -4.1171 0.0 0.2 -0.1 0.08
H 2.7062 -3.1483 -3.1798 -0.1 -0.2 -0.5 0.08
H 2.5691 -0.9208 -2.4535 0.0 0.1 0.1 0.11
H 2.6192 -0.9854 -4.1677 -0.3 0.3 -0.2 0.11
H 0.7120 0.4955 -4.0253 0.0 0.1 -0.1 0.12
H -0.2105 -0.9076 -3.4483 0.1 -0.1 -0.5 0.13
H 0.5583 1.2845 -1.8670 0.3 0.2 -0.2 0.15
H -0.2341 -1.3790 -1.0795 -0.5 0.0 0.0 0.16
H -0.8105 0.0014 0.9754 -0.2 -1.3 -0.4 0.08
H 0.1346 1.1434 0.4826 0.5 -0.1 -1.0 0.11
H -1.8491 3.2956 3.5703 0.0 -0.4 0.3 0.08
H -0.9647 3.2896 2.3905 0.3 -0.5 -0.2 0.03
O -1.2667 2.6875 3.0914 -0.3 1.1 -0.1 -0.04
H -2.6211 0.9655 -1.0409 0.5 -0.3 0.0 0.01
H -3.5251 -0.1630 -0.6500 0.1 -0.6 0.2 0.04
O -2.6063 -0.0037 -0.9100 -0.7 0.6 -0.2 -0.08
H 1.3970 -2.4127 2.9584 0.0 0.0 0.0 0.06
H 1.2133 -3.8741 2.6261 0.3 -0.1 -0.1 0.06
O 1.3066 -3.0095 2.2063 -0.1 -0.1 0.1 -0.05
H 3.5787 -0.7476 2.3084 0.1 -0.1 0.0 0.04
H 2.5544 -0.8462 1.1808 0.0 -0.1 0.0 0.00
O 3.4484 -0.5474 1.3765 -0.1 0.3 0.0 -0.05
H -0.6616 -3.1363 2.3349 0.1 0.8 0.4 0.00
H -2.0425 -3.5627 2.4550 -0.6 0.3 0.4 0.05
O -1.4809 -2.8475 2.7816 0.4 -0.9 -0.8 -0.06
H 2.9980 2.3285 1.0700 0.4 0.0 -0.1 0.05
H 3.4548 3.2583 -0.1185 0.2 -0.1 0.3 0.06
O 2.7863 2.6381 0.1840 -0.9 0.1 -0.3 -0.04
H -3.9289 -2.1609 0.9424 0.3 0.2 0.2 0.04
H -3.2740 -0.8647 1.5958 0.0 -0.4 -0.1 -0.02
O -4.0891 -1.2649 1.2507 -0.5 0.2 -0.1 -0.07
H 0.9746 3.5029 0.3390 0.4 0.1 0.1 0.02
H -0.0011 4.7163 0.4049 0.1 -0.3 0.0 0.09
O 0.0554 3.7569 0.5254 -0.1 0.1 0.1 -0.05
H -1.1123 2.9045 -0.5497 -0.4 0.5 -0.2 0.00
H -2.2150 3.3378 -1.6125 0.2 0.2 0.1 0.07
O -1.7932 2.5950 -1.1747 0.1 -0.5 -0.1 -0.06
H -1.7593 -0.4676 3.1386 0.0 0.1 0.1 0.06
H -1.9200 1.0725 2.7212 0.2 -0.3 0.2 0.03
O -1.8864 0.1469 2.4069 0.0 -0.1 -0.4 -0.07



# 2
46
Properties=species:S:1:pos:R:3:forces:R:3:lowdin_charge:R:1 method="wB97M-V/def2-TZVPD" total_charge=0 total_energy_ev=-26615.2460 homo_energy_ev=-10.1 smiles=CC(C)CN.O.O.O.O.O.O.O.O.O.O
C 0.8270 -0.3849 -1.0126 2.1 -0.5 0.8 -0.23
C 0.8640 -1.9086 -1.2446 0.7 -0.2 -0.5 -0.42
C 0.1315 -2.7160 -0.1416 1.2 -0.5 -1.3 -0.07
C 0.1234 -2.1044 -2.5583 1.3 -0.6 -1.3 -0.11
N 1.4910 -0.0785 0.3046 -1.8 0.6 -0.7 0.01
H -0.2175 -0.0192 -1.1874 0.6 -0.1 0.5 0.11
H 1.5176 0.1161 -1.7196 -1.1 -0.5 -0.2 0.09
H 1.9170 -2.3706 -1.3433 -1.3 1.3 0.2 0.16
H -0.8676 -2.8231 -0.5217 -1.0 0.4 0.9 0.07
H 0.3494 -2.3016 0.8213 -0.7 0.3 0.7 0.05
H 0.4858 -3.7561 -0.0768 0.2 0.3 -0.3 0.08
H -0.8178 -1.5516 -2.5580 -0.3 -0.7 0.1 0.07
H 0.6582 -1.7216 -3.4765 -0.2 -0.2 1.1 0.09
H 0.0825 -3.1986 -2.6876 -0.8 0.4 -0.3 0.09
H 0.8420 -0.3992 1.0237 0.4 0.1 0.2 0.05
H 1.4748 0.9485 0.3839 0.4 -0.9 0.2 0.03
H -0.6624 -0.7857 3.0223 0.1 -0.2 -0.1 0.00
H 0.2740 -1.6803 3.9605 -0.2 -0.2 -0.3 0.04
O 0.0799 -0.8000 3.6350 0.3 0.6 0.2 -0.05
H -2.2403 -2.6185 2.0698 0.4 0.5 0.1 0.01
H -1.7360 -2.3475 3.5653 0.0 0.4 -0.3 0.01
O -2.1921 -2.9441 2.9720 -0.5 -0.9 0.2 -0.04
H -3.2037 -0.7612 1.2627 1.0 0.1 0.2 0.07
H -2.7404 -0.1555 0.0335 0.4 -0.3 -0.1 0.00
O -2.3417 -0.5315 0.8447 -1.8 -0.5 0.1 -0.09
H -1.1247 2.6630 -1.5656 0.4 0.2 -0.2 0.01
H -0.4922 3.1599 -2.9327 0.2 -0.3 0.3 0.04
O -1.2582 3.2025 -2.3547 -0.5 0.1 0.1 -0.05
H 0.0683 1.8926 1.3142 -0.8 -0.3 0.0 0.00
H -0.9337 1.0287 0.5318 -0.1 -0.3 0.2 -0.01
O -0.8706 1.6043 1.2956 0.5 0.2 0.2 -0.08
H -2.1961 3.7145 1.6563 0.2 -0.2 0.0 0.03
H -0.6801 3.7046 1.7723 -0.3 -0.2 0.1 -0.01
O -1.4160 4.2555 1.5069 -0.1 0.9 0.0 -0.06
H -4.6585 -0.2025 -1.7056 0.0 0.4 -0.3 0.06
H -3.3684 0.7169 -1.9795 -0.6 0.1 -0.4 0.06
O -3.7435 -0.0171 -1.4871 0.6 -0.3 0.5 -0.03
H 2.9765 1.0153 -1.6389 0.4 0.2 0.2 0.00
H 3.7956 0.1889 -2.6016 0.1 0.1 0.0 0.05
O 3.3520 1.0401 -2.5245 -0.1 0.0 -0.1 -0.06
H 3.2864 -0.1700 0.7817 0.1 0.2 -0.2 -0.02
H 4.6861 -0.5762 1.2550 -0.1 0.4 -0.2 0.03
O 4.2029 0.1722 0.8693 0.1 -0.7 0.2 -0.10
H 1.8136 3.3805 1.4503 0.3 -0.5 0.0 0.10
H 1.0065 3.3697 0.1826 0.3 -0.6 0.3 0.10
O 1.4557 2.7501 0.8030 0.0 2.0 -0.3 -0.05



# 3
47
Properties=species:S:1:pos:R:3:forces:R:3:lowdin_charge:R:1 method="wB97M-V/def2-TZVPD" total_charge=0 total_energy_ev=-28660.7604 homo_energy_ev=-9.5 smiles="C=NCCC.O.O.O.O.O.O.O.O.O.O.O"
C 2.5971 1.0207 -2.4366 -1.5 -2.1 -2.8 -0.09
C 1.1569 0.4376 -2.4517 0.5 0.7 -0.3 -0.23
C 0.1457 1.6017 -2.5951 -0.6 -1.4 -1.7 -0.27
C -0.2494 2.1600 -0.3818 1.4 0.5 0.3 -0.09
N 0.2662 2.5046 -1.4830 -0.8 0.3 0.8 -0.01
H 2.6080 1.2906 -3.5057 0.8 0.6 0.3 0.08
H 2.8338 1.8584 -1.8351 0.1 0.2 0.3 0.03
H 3.2310 0.1493 -2.4006 0.8 0.2 0.5 0.06
H 0.8285 -0.0687 -1.5548 0.3 -0.1 0.6 0.07
H 1.0973 -0.3952 -3.2297 -0.1 1.5 0.6 0.13
H -0.7697 0.9790 -2.7128 -0.4 1.0 0.7 0.10
H 0.1585 2.2406 -3.5177 0.6 -0.9 0.6 0.12
H -0.6574 1.1742 -0.1923 -0.4 -0.2 -0.1 0.07
H -0.1710 2.8184 0.5256 0.4 -0.6 -1.3 0.08
H -3.6174 0.7178 -0.2834 0.1 0.1 0.2 -0.01
H -3.4417 1.0723 -1.7521 -0.4 0.2 0.5 0.04
O -4.0114 1.2472 -0.9787 0.3 -0.3 -0.8 -0.05
H -2.4719 -2.3295 -2.0649 -0.9 0.9 -0.2 0.05
H -3.0067 -1.6402 -0.6568 -0.3 0.1 -0.8 0.03
O -2.4469 -2.2687 -1.1141 0.6 -1.1 0.8 -0.05
H -0.6663 -2.3541 0.5660 0.1 0.4 0.9 0.00
H -0.7840 -1.2939 1.7408 0.5 -0.4 0.3 -0.02
O -0.6969 -1.4088 0.7939 -0.3 0.8 -1.2 -0.11
H 1.0977 2.1234 3.4122 0.4 0.1 0.1 0.06
H 0.3170 1.2121 2.5274 0.5 -0.3 0.0 0.05
O 1.2386 1.4107 2.7801 -0.9 0.8 -0.2 -0.05
H -0.7701 -3.3409 -1.9806 -0.1 -0.1 0.2 0.02
H 0.0337 -2.3151 -1.1938 -0.1 0.2 0.0 0.00
O 0.0744 -2.8923 -1.9612 0.6 -0.3 -0.4 -0.05
H 3.4203 0.3129 0.0201 0.3 -0.7 0.6 -0.02
H 4.1982 -0.7420 -0.7475 0.1 -0.3 0.1 0.01
O 3.8499 -0.5711 0.1320 -0.2 0.3 -0.4 -0.10
H -1.8849 3.2840 1.5409 0.1 0.7 -1.0 0.06
H -2.3513 2.0648 1.9919 -0.4 -0.7 -0.9 0.07
O -2.1632 2.4624 1.1100 -0.8 0.1 2.9 -0.09
H 1.3190 -3.6590 1.2075 0.2 -0.1 -0.4 0.06
H 0.3807 -4.3048 0.0851 0.7 -0.1 0.0 0.05
O 0.4256 -3.7723 0.8825 -0.8 -0.4 0.3 -0.04
H -2.7755 -0.3922 1.5314 0.7 -1.0 -0.5 0.00
H -2.6077 -1.8402 2.3487 0.3 0.1 -1.1 0.04
O -2.9023 -0.9337 2.3058 -1.4 1.1 1.9 -0.04
H 0.7884 -1.0477 4.0220 0.6 0.3 -0.2 0.06
H 1.2665 -0.8482 2.4799 -0.3 -0.2 1.1 0.06
O 0.5521 -1.1126 3.0962 -0.3 -0.5 -0.6 -0.07
H 2.1413 2.0687 1.0525 -0.5 0.1 0.6 0.01
H 2.8033 2.4574 -0.2939 -0.3 0.3 0.2 0.03
O 2.8044 1.8206 0.4189 0.7 0.1 -0.1 -0.05